<one>
ORCA calculation (ωB97M-V/def2-TZVPD) on an isolated molecule of C11H23N5O3.

Each line ends with the Mulliken charge.
Geometry (Å):
H1 -0.003 3.048 0.507  0.242
N1 -0.796 2.536 0.184  -0.700
C1 -1.223 1.734 1.056  0.609
N2 -0.601 1.516 2.344  -0.550
N3 -2.293 0.924 0.865  -0.234
C2 -3.071 0.840 -0.337  -0.937
C3 -2.540 -0.278 -1.238  -0.189
C4 -2.584 -1.708 -0.869  -0.816
C5 -1.431 -2.209 0.055  0.330
N4 -1.586 -1.844 1.464  -0.573
C6 0.011 -2.014 -0.351  0.197
O1 0.747 -2.964 -0.595  -0.624
N5 0.511 -0.699 -0.450  0.290
C7 1.952 -0.595 -0.313  -0.098
C8 2.425 -1.029 1.157  0.280
O2 3.444 -1.490 1.504  -0.582
O3 1.614 -0.653 2.122  -0.566
C9 2.440 0.879 -0.605  0.597
C10 1.822 1.419 -1.896  -1.302
C11 3.977 0.811 -0.658  -1.534
H2 -0.398 2.355 2.877  0.266
H3 -1.310 1.036 2.980  0.244
H4 -2.194 0.001 1.295  0.275
H5 -4.097 0.744 -0.003  0.404
H6 -3.057 1.775 -0.899  0.440
H7 -1.575 0.000 -1.689  0.133
H8 -3.255 -0.237 -2.176  0.319
H9 -2.506 -2.244 -1.835  0.404
H10 -3.557 -1.874 -0.402  0.287
H11 -1.437 -3.309 0.045  0.227
H12 -0.743 -1.780 2.083  0.224
H13 -2.390 -2.213 1.944  0.208
H14 0.062 0.216 -0.537  -0.392
H15 2.530 -1.192 -1.049  0.441
H16 0.782 -0.189 1.882  0.369
H17 2.081 1.516 0.240  0.099
H18 2.085 0.723 -2.708  0.334
H19 2.290 2.414 -2.076  0.368
H20 0.679 1.499 -1.877  0.330
H21 4.413 0.719 0.298  0.439
H22 4.414 1.782 -1.046  0.382
H23 4.367 0.038 -1.293  0.359

Results
2S+1: 1
SMILES string: [H]/N=C(\N)NCCC[C@H](N)C(=O)N[C@H](C(=O)O)C(C)C
LUMO (eV): 0.49
Frontier orbital gap (eV): 9.67
HOMO energy (eV): -9.177

<two>
ORCA calculation (ωB97M-V/def2-TZVPD) on an isolated molecule of C11H23N5O3.

Each line ends with the Mulliken charge.
Geometry (Å):
H1 -4.486 1.038 2.157  0.196
N1 -3.799 0.305 2.105  -0.697
C1 -3.589 -0.579 1.195  0.365
N2 -2.705 -1.570 1.393  -0.401
N3 -3.851 -0.388 -0.216  -0.189
C2 -3.250 -1.104 -1.365  -1.217
C3 -1.847 -0.540 -1.659  -0.379
C4 -1.743 0.981 -1.247  -1.251
C5 -0.419 1.222 -0.379  0.723
N4 -0.240 0.278 0.594  0.125
C6 1.095 0.063 1.199  -0.250
O1 1.166 -0.573 2.244  -0.645
C7 2.378 0.560 0.573  0.509
N5 3.325 0.604 1.653  -0.779
C8 3.043 -0.381 -0.473  0.329
C9 4.532 -0.391 -0.689  -1.423
C10 2.611 -2.000 -0.332  -0.966
C11 -0.466 2.648 0.105  -0.019
O2 -0.942 2.936 1.224  -0.600
O3 0.122 3.436 -0.770  -0.437
H2 -2.596 -1.980 2.359  0.295
H3 -2.057 -1.539 0.599  0.156
H4 -4.738 0.163 -0.359  0.212
H5 -3.864 -1.015 -2.189  0.496
H6 -3.524 -2.093 -1.089  0.487
H7 -1.822 -0.512 -2.716  0.558
H8 -1.076 -1.138 -1.135  -0.018
H9 -1.769 1.616 -2.122  0.552
H10 -2.433 1.083 -0.499  0.714
H11 0.453 1.099 -1.108  -0.042
H12 -1.056 -0.091 1.212  0.275
H13 2.455 1.578 0.130  0.441
H14 3.414 -0.303 2.081  0.252
H15 3.080 1.236 2.420  0.278
H16 2.558 -0.012 -1.404  0.099
H17 5.164 0.441 -0.670  0.393
H18 4.886 -1.212 0.001  0.278
H19 4.532 -0.831 -1.692  0.402
H20 2.967 -2.737 -1.148  0.363
H21 1.507 -1.976 -0.360  0.115
H22 2.947 -2.586 0.610  0.308
H23 0.037 4.264 -0.234  0.391

Results
2S+1: 1
SMILES string: [H]/N=C(/N)NCCC[C@H](NC(=O)[C@@H](N)C(C)C)C(=O)O
LUMO (eV): 0.57
Frontier orbital gap (eV): 9.21
HOMO energy (eV): -8.640

Each structure's energy above the most stable one, in eV: <one> 0.000; <two> 3.262.

<one>
ORCA calculation (ωB97M-V/def2-TZVPD) on a cluster of 2 separate species, C3H13N3O in total.

Each line ends with the Mulliken charge.
Geometry (Å):
N1 -2.315 0.301 -1.013  -0.541
C1 -1.564 -0.857 -1.333  -0.630
C2 -0.721 -1.414 -0.120  -0.882
N2 0.071 -0.296 0.253  -0.166
C3 0.767 -0.531 1.545  -0.465
N3 1.607 0.631 1.925  -0.611
H1 -2.940 0.556 -1.820  0.229
H2 -2.869 0.272 -0.221  0.141
H3 -1.009 -0.653 -2.268  0.321
H4 -2.144 -1.802 -1.612  0.342
H5 -1.492 -1.736 0.649  0.322
H6 -0.151 -2.236 -0.442  0.438
H7 -0.471 0.441 -0.158  0.411
H8 1.314 -1.523 1.292  0.207
H9 0.105 -0.836 2.328  0.345
H10 2.384 0.794 1.289  0.308
H11 1.220 1.581 2.019  0.257
O1 2.076 1.792 -0.963  -0.673
H12 1.670 0.986 -0.747  0.372
H13 1.334 2.180 -1.315  0.277

Results
2S+1: 1
SMILES string: NCCNCN.O
LUMO (eV): 0.87
Frontier orbital gap (eV): 9.56
HOMO energy (eV): -8.681

<two>
ORCA calculation (ωB97M-V/def2-TZVPD) on a cluster of 2 separate species, C3H13N3O in total.

Each line ends with the Mulliken charge.
Geometry (Å):
N1 1.598 1.743 2.022  -0.599
C1 0.986 1.725 0.680  -0.485
C2 -0.171 0.710 0.668  -0.494
N2 0.338 -0.448 -0.156  -0.313
C3 -0.582 -1.478 -0.604  -0.679
N3 -0.642 -2.670 0.212  -0.629
H1 1.652 0.825 2.415  0.219
H2 2.568 2.037 1.969  0.223
H3 1.658 1.666 -0.168  0.363
H4 0.506 2.712 0.619  0.249
H5 -0.326 0.333 1.678  0.301
H6 -1.047 1.003 0.106  0.423
H7 1.232 -0.821 0.121  0.224
H8 -0.224 -1.660 -1.629  0.439
H9 -1.581 -1.088 -0.717  0.425
H10 -1.381 -3.276 -0.115  0.221
H11 0.201 -3.211 0.308  0.210
O1 -1.968 0.437 -2.582  -0.652
H12 -1.433 1.118 -3.017  0.289
H13 -1.384 0.343 -1.811  0.266

Results
2S+1: 1
SMILES string: NCCNCN.O
LUMO (eV): 0.90
Frontier orbital gap (eV): 9.57
HOMO energy (eV): -8.672

Each structure's energy above the most stable one, in eV: <one> 0.530; <two> 0.000.

<one>
ORCA calculation (ωB97M-V/def2-TZVPD) on a cluster of 2 separate species, C3H6INO2 in total.

Each line ends with the Mulliken charge.
Geometry (Å):
C1 -2.356 1.605 0.496  0.859
C2 1.715 -0.548 -0.707  -0.832
C3 -0.829 -0.557 0.191  -0.742
N1 0.522 0.056 -0.038  -0.348
O1 -1.452 2.313 0.280  -0.481
O2 -3.364 1.091 0.723  -0.363
I1 -0.390 -1.912 1.808  -0.110
H1 1.343 -1.166 -1.530  0.293
H2 2.433 0.212 -0.900  0.365
H3 2.106 -1.296 0.064  0.270
H4 -1.019 -1.057 -0.718  0.315
H5 0.459 1.043 -0.564  0.415
H6 0.831 0.214 0.893  0.359

Results
2S+1: 1
LUMO (eV): 0.33
Frontier orbital gap (eV): 7.79
HOMO energy (eV): -7.462

<two>
ORCA calculation (ωB97M-V/def2-TZVPD) on an isolated molecule of C3H6INO2.

Each line ends with the Mulliken charge.
Geometry (Å):
C1 -0.315 -1.294 -0.660  -1.188
C2 0.459 -0.081 -0.538  0.129
O1 0.696 0.519 -1.837  -0.553
I1 2.568 -0.560 0.230  0.017
C3 -0.233 0.997 0.368  0.665
N1 -0.410 0.663 1.613  -0.340
O2 -0.708 1.980 -0.156  -0.652
H1 -0.430 -1.841 0.400  0.289
H2 0.119 -2.028 -1.207  0.449
H3 -1.360 -1.098 -0.879  0.303
H4 0.181 1.289 -1.649  0.355
H5 0.183 0.023 2.145  0.241
H6 -0.750 1.430 2.170  0.283

Results
2S+1: 1
SMILES string: C[C@](O)(I)C(N)=O
LUMO (eV): -0.11
Frontier orbital gap (eV): 9.52
HOMO energy (eV): -9.631

Each structure's energy above the most stable one, in eV: <one> 2.025; <two> 0.000.

<one>
ORCA calculation (ωB97M-V/def2-TZVPD) on an isolated molecule of C23H31N3O3.

Each line ends with the Mulliken charge.
Geometry (Å):
C1 6.871 1.068 -1.682  -1.306
C2 5.703 0.738 -0.763  -0.224
C3 4.524 1.692 -0.982  -0.860
C4 3.391 1.362 -0.075  -0.269
C5 2.484 0.298 -0.180  0.313
C6 1.662 0.410 0.931  -0.941
C7 0.431 -0.313 1.309  1.454
O1 -0.574 0.299 1.649  -0.737
N1 0.459 -1.663 1.261  -0.043
C8 1.597 -2.507 0.983  -1.089
C9 1.404 -3.250 -0.340  -0.402
C10 0.073 -4.001 -0.350  -1.434
C11 -1.084 -3.065 0.017  0.337
C12 -1.302 -1.997 -1.056  0.082
O2 -0.664 -1.985 -2.087  -0.629
C13 -2.292 -0.949 -0.744  0.407
C14 -3.450 -1.170 0.000  -0.570
C15 -4.325 -0.137 0.262  1.000
C16 -5.582 -0.366 1.045  -1.764
C17 -4.035 1.160 -0.196  0.496
O3 -4.965 2.109 0.144  -0.555
C18 -5.385 3.045 -0.825  -0.911
C19 -2.852 1.412 -0.899  1.288
C20 -2.408 2.791 -1.295  -2.017
C21 -2.022 0.341 -1.187  -1.145
C22 -0.780 -2.399 1.367  -1.629
N2 2.090 1.507 1.604  1.007
C23 1.570 2.041 2.829  -0.859
N3 3.138 2.066 1.019  -1.211
H1 7.221 2.083 -1.503  0.327
H2 7.699 0.384 -1.511  0.364
H3 6.570 0.990 -2.725  0.336
H4 6.024 0.807 0.279  0.309
H5 5.373 -0.288 -0.943  0.287
H6 4.843 2.716 -0.783  0.358
H7 4.192 1.622 -2.021  0.341
H8 2.418 -0.418 -0.974  0.617
H9 1.677 -3.236 1.801  0.373
H10 2.507 -1.908 0.966  0.621
H11 1.409 -2.537 -1.163  0.165
H12 2.229 -3.949 -0.487  0.399
H13 0.106 -4.824 0.368  0.474
H14 -0.098 -4.418 -1.344  0.462
H15 -2.010 -3.644 0.106  0.444
H16 -3.696 -2.163 0.346  0.364
H17 -5.723 -1.423 1.252  0.390
H18 -5.534 0.178 1.987  0.345
H19 -6.443 0.011 0.496  0.339
H20 -6.423 3.281 -0.582  0.292
H21 -5.344 2.625 -1.833  0.357
H22 -4.801 3.968 -0.790  0.301
H23 -2.935 3.151 -2.178  0.403
H24 -1.345 2.777 -1.520  0.403
H25 -2.573 3.490 -0.478  0.403
H26 -1.106 0.511 -1.734  0.522
H27 -0.678 -3.167 2.142  0.584
H28 -1.561 -1.693 1.655  0.748
H29 0.483 1.964 2.823  0.287
H30 1.965 1.494 3.690  0.276
H31 1.877 3.082 2.897  0.317

Results
2S+1: 1
SMILES string: CCCc1cc(C(=O)N2CCC[C@H](C(=O)c3cc(C)c(OC)c(C)c3)C2)n(C)n1
LUMO (eV): 0.68
Frontier orbital gap (eV): 9.17
HOMO energy (eV): -8.494

<two>
ORCA calculation (ωB97M-V/def2-TZVPD) on an isolated molecule of C23H31N3O3.

Each line ends with the Mulliken charge.
Geometry (Å):
C1 3.583 2.317 4.597  -1.128
C2 3.132 3.066 3.352  -0.320
O1 2.610 2.172 2.367  -0.272
C3 1.333 1.803 2.496  -0.549
O2 0.609 2.203 3.370  -0.611
C4 0.934 0.779 1.433  2.700
C5 1.566 -0.548 1.919  -1.909
C6 1.419 -1.740 0.964  -0.702
C7 2.683 -2.007 0.135  -0.685
C8 2.415 -3.090 -0.872  0.025
C9 2.659 -4.422 -0.567  -0.344
C10 2.370 -5.420 -1.481  -0.582
C11 1.826 -5.097 -2.712  -0.401
C12 1.576 -3.772 -3.025  -0.727
C13 1.868 -2.776 -2.110  -0.235
C14 -0.597 0.679 1.394  -1.013
C15 -1.234 1.956 0.834  -0.877
N1 -0.673 2.278 -0.456  0.110
C16 -1.256 2.019 -1.655  0.646
O3 -0.617 2.003 -2.696  -0.659
C17 -2.719 1.812 -1.660  0.408
C18 -3.748 2.574 -1.068  -0.281
N2 -4.931 2.112 -1.412  -1.086
N3 -4.711 1.076 -2.215  0.857
C19 -5.806 0.300 -2.730  -0.518
C20 -6.016 -0.974 -1.914  -1.065
C21 -3.397 0.863 -2.402  -0.863
C22 0.759 2.480 -0.411  -1.340
C23 1.459 1.205 0.058  -0.883
H1 2.730 1.834 5.067  0.295
H2 4.319 1.560 4.336  0.292
H3 4.025 3.014 5.302  0.412
H4 2.360 3.798 3.610  0.336
H5 3.972 3.565 2.865  0.346
H6 1.102 -0.792 2.878  0.564
H7 2.628 -0.373 2.103  0.552
H8 1.197 -2.639 1.542  0.404
H9 0.580 -1.588 0.284  0.291
H10 3.492 -2.309 0.803  0.455
H11 2.988 -1.095 -0.379  0.394
H12 3.085 -4.679 0.393  0.374
H13 2.568 -6.452 -1.231  0.373
H14 1.601 -5.876 -3.426  0.374
H15 1.155 -3.513 -3.985  0.403
H16 1.674 -1.744 -2.363  0.421
H17 -0.975 0.513 2.404  0.411
H18 -0.892 -0.165 0.769  0.358
H19 -2.311 1.816 0.749  0.726
H20 -1.044 2.789 1.518  0.209
H21 -3.664 3.440 -0.442  0.591
H22 -6.695 0.932 -2.677  0.310
H23 -5.602 0.051 -3.775  0.316
H24 -6.858 -1.534 -2.311  0.368
H25 -6.222 -0.722 -0.877  0.319
H26 -5.129 -1.602 -1.951  0.308
H27 -3.023 0.077 -3.026  0.515
H28 1.088 2.746 -1.417  0.519
H29 0.973 3.309 0.272  0.395
H30 2.536 1.367 0.100  0.431
H31 1.246 0.420 -0.669  0.241

Results
2S+1: 1
SMILES string: CCOC(=O)C1(CCCc2ccccc2)CCN(C(=O)c2cnn(CC)c2)CC1
LUMO (eV): 0.71
Frontier orbital gap (eV): 9.72
HOMO energy (eV): -9.006

Each structure's energy above the most stable one, in eV: <one> 0.679; <two> 0.000.